The following is a DFT calculation (ωB97M-V/def2-TZVPD) of 3 unconnected molecules or ions with the total composition C29H45BrFN4O11S2 at a distorted geometry.

Geometry as XYZ:
```
93
C29H45BrFN4O11S2 ωB97M-V/def2-TZVPD
C -0.017 -3.756 -0.787
C 0.655 -2.887 -2.049
S 1.796 -1.632 -1.254
C 2.378 -0.334 -2.512
N 1.218 0.574 -2.842
C 0.844 1.523 -1.926
N -0.371 2.457 -2.126
C -0.773 3.219 -0.839
O -2.258 3.009 -0.921
C -2.905 3.243 0.369
O -2.654 4.206 1.253
C -4.160 2.209 0.760
C -4.844 1.180 -0.351
C -6.125 0.247 0.173
C -6.737 0.319 1.711
C -6.024 1.325 2.802
C -4.764 2.244 2.284
C -0.256 4.714 -1.192
C -1.448 5.889 -1.203
C 0.971 5.326 -0.319
C 1.063 6.997 -0.336
C 0.041 2.234 0.220
O -0.506 0.835 0.295
C 0.109 2.620 1.806
C -0.784 1.694 2.820
C 0.044 0.368 3.417
N 0.847 0.851 4.636
N 1.283 1.935 -0.572
C 2.623 2.360 -0.192
Br 3.468 0.826 0.859
C 3.672 2.837 -1.350
C 5.201 2.176 -1.185
S 0.432 0.293 -4.403
O 0.488 -1.224 -4.837
O 1.310 1.041 -5.473
F -1.225 0.726 -4.442
H -0.819 -3.050 -0.275
H 0.813 -3.960 0.022
H -0.512 -4.756 -1.149
H 1.275 -3.691 -2.677
H -0.252 -2.441 -2.638
H 3.351 0.197 -2.147
H 2.696 -0.967 -3.473
H -1.129 1.711 -2.083
H -4.453 1.102 -1.474
H -6.693 -0.495 -0.567
H -7.658 -0.315 2.062
H -6.416 1.428 3.907
H -4.285 2.985 3.058
H 0.126 4.716 -2.325
H -2.486 5.497 -1.569
H -1.171 6.770 -1.960
H -1.627 6.299 -0.097
H 1.978 4.988 -0.862
H 1.015 5.039 0.809
H 0.315 7.475 0.459
H 0.903 7.397 -1.423
H 2.175 7.241 -0.016
H -1.502 0.841 0.273
H -0.215 3.745 2.043
H 1.231 2.553 2.210
H -1.860 1.421 2.433
H -0.969 2.367 3.789
H 0.712 -0.146 2.602
H -0.801 -0.364 3.822
H 0.300 0.580 5.506
H 1.746 0.300 4.625
H 2.576 3.247 0.605
H 3.870 4.015 -1.323
H 3.357 2.597 -2.452
H 5.851 2.743 -2.010
H 5.701 2.443 -0.156
H 5.242 1.043 -1.473
C 0.391 -7.833 -3.607
C 1.072 -8.936 -2.863
O 1.039 -8.491 -1.521
C 0.002 -7.610 -1.419
O -0.421 -7.162 -0.366
O -0.502 -7.297 -2.649
H -0.153 -8.196 -4.484
H 1.087 -7.048 -3.920
H 0.530 -9.885 -2.935
H 2.102 -9.089 -3.197
C 1.028 -4.812 2.887
C 1.220 -5.802 3.990
O 1.304 -4.990 5.146
C 0.667 -3.818 4.855
O 0.402 -2.956 5.676
O 0.363 -3.738 3.527
H 0.421 -5.211 2.070
H 1.978 -4.448 2.482
H 0.366 -6.480 4.096
H 2.130 -6.394 3.864
```

Calculated values
strongest force on any atom	9.9	eV Å⁻¹
LUMO energy	-5.35	eV
multiplicity	1
charge	+1
M	788.73	g mol⁻¹
gap between HOMO and LUMO	5.71	eV

These are the Mulliken partial charges, in e, on atoms 1 to 6: number 1, C, carries -0.895; number 2, C, carries -0.172; number 3, S, carries -0.045; number 4, C, carries -0.059; number 5, N, carries 0.277; number 6, C, carries -0.759

=====

The following is a DFT calculation (ωB97M-V/def2-TZVPD) of a molecular structure, C29H45Cl2DyN2P at a distorted geometry.

Geometry as XYZ:
```
80
C29H45Cl2DyN2P ωB97M-V/def2-TZVPD
P 0.045 -0.704 -0.799
C 1.585 -0.086 -1.738
C 1.850 -0.542 -3.180
C 3.240 -0.093 -3.653
C 3.526 1.398 -3.426
C 3.122 1.885 -2.030
C 1.706 1.440 -1.637
C -1.392 0.150 -1.699
C -1.286 0.298 -3.219
C -2.588 0.846 -3.815
C -3.026 2.160 -3.157
C -2.986 2.119 -1.623
C -1.698 1.507 -1.045
C -0.135 -2.405 -1.554
C 1.058 -3.299 -1.177
C 0.958 -4.664 -1.873
C -0.383 -5.373 -1.653
C -1.589 -4.463 -1.902
C -1.476 -3.085 -1.236
H 2.375 -0.524 -1.101
H 1.099 -0.123 -3.861
H 1.780 -1.633 -3.282
H 3.361 -0.335 -4.718
H 3.994 -0.678 -3.109
H 4.597 1.586 -3.574
H 2.996 1.992 -4.183
H 3.821 1.475 -1.287
H 3.193 2.979 -1.970
H 1.496 1.776 -0.612
H 0.975 1.923 -2.303
H -2.237 -0.525 -1.484
H -3.381 0.096 -3.694
H -1.043 -0.656 -3.710
H -0.479 1.003 -3.460
H -2.458 0.998 -4.895
H -4.043 2.409 -3.483
H -2.374 2.969 -3.513
H -3.114 3.131 -1.221
H -3.837 1.524 -1.265
H -1.804 1.387 0.045
H -0.855 2.196 -1.211
H -0.114 -2.248 -2.646
H 2.012 -2.828 -1.458
H 1.090 -3.435 -0.086
H 1.101 -4.515 -2.953
H 1.778 -5.308 -1.535
H -0.426 -5.755 -0.624
H -0.447 -6.244 -2.315
H -2.506 -4.957 -1.559
H -1.702 -4.311 -2.984
H -2.320 -2.469 -1.574
H -1.589 -3.175 -0.149
Dy 0.108 -0.318 2.410
Cl -2.051 -1.348 1.670
Cl 2.498 0.122 1.842
C -0.569 1.551 3.605
H -1.049 1.260 4.560
C -0.590 2.933 3.349
C -1.262 3.942 4.142
C -1.341 5.256 3.707
C -0.750 5.650 2.491
C -0.039 4.711 1.722
C 0.086 3.403 2.152
H -1.704 3.640 5.098
H -1.870 5.997 4.316
H 0.422 5.019 0.779
H 0.717 2.686 1.611
H -0.827 6.684 2.158
C 1.618 0.248 5.866
C 0.758 -0.944 5.674
N 0.166 -1.412 4.563
C -0.527 -2.576 4.944
C -0.326 -2.808 6.274
N 0.488 -1.765 6.707
H 1.622 0.507 6.938
H 2.647 0.018 5.543
H 1.217 1.086 5.275
H -1.093 -3.149 4.222
H -0.679 -3.574 6.928
H 0.859 -1.631 7.643
```

Calculated values
strongest force on any atom	2.3	eV Å⁻¹
LUMO energy (spin up / spin down)	2.33 / 2.33	eV
multiplicity	6
charge	-1
M	686.07	g mol⁻¹
gap between HOMO and LUMO (spin up / spin down)	3.87 / 3.87	eV

These are the Mulliken partial charges, in e, on atoms 1 to 6: number 1, P, carries 0.915; number 2, C, carries 0.093; number 3, C, carries -0.151; number 4, C, carries -0.966; number 5, C, carries -0.647; number 6, C, carries -0.848

=====

The following is a DFT calculation (ωB97M-V/def2-TZVPD) of a molecular structure, C29H45FP2Re at a distorted geometry.

Geometry as XYZ:
```
78
C29H45FP2Re ωB97M-V/def2-TZVPD
Re 0.126 -0.814 1.809
C -1.693 -1.116 2.843
C -1.371 -2.342 2.161
C 0.448 -1.825 3.511
C -0.575 -0.781 3.690
C -0.040 -2.757 2.529
C -3.011 -0.380 2.867
H -3.599 -0.482 1.935
H -2.875 0.707 3.018
H -3.646 -0.749 3.699
C -0.668 0.161 4.847
H -1.673 0.617 4.910
H 0.086 0.967 4.887
H -0.527 -0.489 5.724
C 1.761 -1.747 4.154
H 1.653 -2.203 5.155
H 2.143 -0.720 4.310
H 2.554 -2.270 3.585
C 0.821 -3.681 1.695
H 0.884 -4.743 2.056
H 1.852 -3.301 1.686
H 0.480 -3.701 0.639
C -2.370 -3.019 1.280
H -2.940 -3.786 1.835
H -1.904 -3.522 0.423
H -3.112 -2.306 0.880
C -1.465 2.454 -0.187
C -2.544 1.665 -0.362
C -2.621 0.341 -1.069
C -1.422 -0.655 -1.390
C -0.072 -0.672 -0.832
C 1.046 0.097 -1.497
C 1.040 1.626 -1.220
C -0.194 2.632 -0.935
H -3.132 0.540 -2.043
H -1.253 -0.653 -2.506
H -3.346 -0.275 -0.499
H -0.476 3.078 -1.919
H -1.443 2.900 0.856
H -3.318 1.743 0.450
H 0.309 3.443 -0.349
H 1.704 1.756 -0.353
H 1.952 -0.236 -0.950
H 1.575 2.116 -2.052
H -1.830 -1.661 -1.176
H 0.280 -1.742 -0.743
P -1.087 1.292 -3.373
C -1.164 3.011 -4.069
C -2.285 0.634 -4.635
P 1.363 -0.600 -3.144
C 0.497 0.716 -4.103
C 0.685 -2.134 -3.827
C 3.047 -0.483 -3.811
H -0.367 3.650 -3.674
H -2.134 3.443 -3.790
H -1.077 2.971 -5.163
H -2.019 1.054 -5.616
H -3.293 0.978 -4.368
H -2.288 -0.460 -4.696
H 2.967 -0.093 -4.838
H 3.535 -1.470 -3.863
H 3.654 0.209 -3.217
H 1.217 1.551 -4.160
H 0.360 0.309 -5.119
H 1.336 -2.985 -3.600
H 0.646 -2.046 -4.927
H -0.325 -2.374 -3.477
F 4.470 2.696 4.098
C 3.468 2.169 3.315
C 3.808 1.158 2.413
C 2.754 0.568 1.683
C 1.434 0.957 1.934
C 1.149 2.049 2.773
C 2.188 2.654 3.508
H 4.827 0.832 2.290
H 2.952 -0.268 1.002
H 0.119 2.352 2.894
H 1.969 3.447 4.207
```

Calculated values
strongest force on any atom	8.8	eV Å⁻¹
LUMO energy (spin up / spin down)	-5.91 / -8.26	eV
multiplicity	4
charge	+2
M	660.83	g mol⁻¹
gap between HOMO and LUMO (spin up / spin down)	7.66 / 5.41	eV

These are the Mulliken partial charges, in e, on atoms 1 to 6: number 1, Re, carries -0.102; number 2, C, carries 0.011; number 3, C, carries 0.400; number 4, C, carries 0.685; number 5, C, carries 0.965; number 6, C, carries 0.758

=====

The following is a DFT calculation (ωB97M-V/def2-TZVPD) of 8 unconnected molecules or ions with the total composition C29H45N9O at a distorted geometry.

Geometry as XYZ:
```
84
C29H45N9O ωB97M-V/def2-TZVPD
C -2.956 -8.351 -3.379
C -2.511 -7.085 -2.986
C -1.376 -7.279 -2.107
N -1.209 -8.662 -2.018
C -2.201 -9.271 -2.724
H -3.749 -8.522 -4.092
H -2.948 -6.175 -3.369
H -0.733 -6.601 -1.565
H -0.494 -9.105 -1.459
H -2.131 -10.349 -2.741
C -5.702 -1.159 5.367
C -6.766 -1.081 4.533
C -7.713 -0.135 4.974
N -7.148 0.360 6.126
C -5.977 -0.299 6.397
H -4.849 -1.820 5.351
H -6.899 -1.710 3.665
H -8.715 0.176 4.717
H -7.683 0.907 6.785
H -5.412 -0.101 7.296
C 0.850 -0.653 -8.097
C -0.407 -0.552 -7.545
C -1.314 -0.258 -8.610
N -0.561 -0.247 -9.772
C 0.739 -0.463 -9.441
H 1.770 -0.883 -7.579
H -0.713 -0.658 -6.515
H -2.392 -0.195 -8.601
H -0.850 -0.201 -10.739
H 1.515 -0.373 -10.187
C 1.769 9.602 -0.987
C 2.840 8.890 -0.465
C 3.826 8.874 -1.492
N 3.369 9.555 -2.624
C 2.124 10.004 -2.313
H 0.907 9.977 -0.456
H 2.944 8.397 0.491
H 4.786 8.381 -1.497
H 3.918 9.825 -3.428
H 1.625 10.553 -3.097
N 6.354 -4.836 -5.674
C 5.863 -4.273 -4.569
N 6.411 -3.153 -4.286
O 5.102 -4.898 -3.905
H 6.703 -4.161 -6.339
H 6.092 -5.773 -5.943
H 6.121 -2.703 -3.430
H 7.074 -2.755 -4.936
C 3.435 -4.259 5.405
C 2.430 -4.145 6.555
C 1.790 -2.782 6.612
C 2.672 -1.667 6.914
N 3.398 -0.759 7.079
H 3.002 -4.166 4.409
H 3.901 -5.245 5.421
H 4.289 -3.587 5.493
H 2.891 -4.518 7.469
H 1.750 -4.927 6.219
H 1.037 -2.730 7.398
H 1.361 -2.594 5.627
C 0.886 -0.337 0.402
C 1.632 0.983 0.169
C 2.697 1.188 1.179
C 3.892 0.348 1.077
N 4.853 -0.305 1.033
H 0.286 -0.361 -0.508
H 0.166 -0.456 1.212
H 1.627 -1.136 0.382
H 0.971 1.849 0.170
H 2.125 0.878 -0.798
H 2.257 1.038 2.165
H 3.048 2.220 1.156
C -3.633 5.756 1.185
C -4.469 5.138 2.273
C -4.040 5.526 3.732
C -2.706 5.051 4.066
N -1.614 4.605 4.298
H -3.864 5.160 0.303
H -2.556 5.696 1.341
H -3.893 6.802 1.025
H -4.570 4.056 2.193
H -5.502 5.460 2.145
H -4.663 4.907 4.378
H -4.179 6.548 4.086
```

Calculated values
SMILES	c1cc[nH]c1.c1cc[nH]c1.c1cc[nH]c1.c1cc[nH]c1.NC(N)=O.CCCC#N.CCCC#N.CCCC#N
strongest force on any atom	6.0	eV Å⁻¹
ΔE to the lowest compared entry with this formula, charge and spin	63.85	kcal/mol
LUMO energy	0.52	eV
multiplicity	1
charge	0
M	535.74	g mol⁻¹
gap between HOMO and LUMO	8.46	eV

These are the Mulliken partial charges, in e, on atoms 1 to 6: number 1, C, carries -0.407; number 2, C, carries -0.271; number 3, C, carries -0.581; number 4, N, carries -0.005; number 5, C, carries -0.385; number 6, H, carries 0.366

=====

The following is a DFT calculation (ωB97M-V/def2-TZVPD) of a molecular structure, C29H46LaP2 at a distorted geometry.

Geometry as XYZ:
```
78
C29H46LaP2 ωB97M-V/def2-TZVPD
La 1.452 -0.731 0.905
C -0.926 -1.009 2.429
C -0.672 -2.226 1.708
C 1.025 -1.929 3.258
C 0.119 -0.835 3.382
C 0.549 -2.785 2.216
C -2.172 -0.190 2.414
H -2.022 0.815 1.992
H -2.530 -0.022 3.444
H -2.985 -0.662 1.842
C 0.167 0.236 4.412
H -0.847 0.469 4.765
H 0.612 1.166 4.038
H 0.761 -0.083 5.278
C 2.242 -2.162 4.079
H 2.190 -1.586 5.012
H 3.179 -1.879 3.569
H 2.322 -3.230 4.335
C 1.269 -3.962 1.650
H 1.848 -4.469 2.434
H 1.989 -3.716 0.841
H 0.557 -4.683 1.225
C -1.583 -2.929 0.764
H -1.703 -3.984 1.062
H -1.207 -2.947 -0.271
H -2.578 -2.466 0.739
C -2.357 2.625 -0.258
C -3.455 1.853 -0.252
C -3.631 0.598 -1.065
C -3.150 0.685 -2.534
C -1.787 0.016 -2.844
C -0.978 -0.271 -1.590
C -0.621 0.868 -0.606
C -1.097 2.266 -0.997
H -4.702 0.343 -1.088
H -3.170 1.718 -2.901
H -3.154 -0.262 -0.580
H -1.213 2.317 -2.092
H -2.333 3.588 0.263
H -4.315 2.086 0.392
H -0.296 2.972 -0.723
H -0.997 0.613 0.401
H -1.411 -1.138 -1.065
H 0.486 1.011 -0.473
H -3.886 0.148 -3.149
H -2.017 -0.953 -3.330
P -0.551 0.744 -3.969
C -0.823 2.459 -4.465
C -0.880 -0.089 -5.551
P 0.996 -0.885 -1.911
C 1.052 0.281 -3.355
C 0.841 -2.452 -2.808
C 2.860 -0.723 -1.488
H -0.060 3.139 -4.067
H -1.827 2.824 -4.228
H -0.732 2.471 -5.558
H -0.432 0.532 -6.341
H -1.965 -0.149 -5.718
H -0.452 -1.100 -5.593
H 3.349 -0.508 -2.448
H 3.289 -1.664 -1.102
H 3.116 0.132 -0.817
H 1.639 1.177 -3.107
H 1.578 -0.258 -4.157
H 1.413 -3.232 -2.290
H 1.251 -2.348 -3.823
H -0.206 -2.778 -2.877
C 2.928 3.356 3.691
C 3.527 2.111 3.897
C 3.265 1.043 3.012
C 2.365 1.249 1.968
C 1.729 2.471 1.768
C 2.034 3.541 2.632
H 3.156 4.190 4.362
H 4.201 1.961 4.747
H 3.773 0.077 3.152
H 1.023 2.623 0.943
H 1.569 4.517 2.471
```

Calculated values
strongest force on any atom	3.2	eV Å⁻¹
ΔE to the lowest compared entry with this formula, charge and spin	12.84	kcal/mol
LUMO energy	-2.25	eV
multiplicity	1
charge	+1
M	595.54	g mol⁻¹
gap between HOMO and LUMO	6.20	eV

These are the Mulliken partial charges, in e, on atoms 1 to 6: number 1, La, carries 0.749; number 2, C, carries 0.707; number 3, C, carries 1.441; number 4, C, carries 0.848; number 5, C, carries 0.279; number 6, C, carries -0.791

=====

The following is a DFT calculation (ωB97M-V/def2-TZVPD) of a molecular structure, C29H46LuP2Te at a distorted geometry.

Geometry as XYZ:
```
79
C29H46LuP2Te ωB97M-V/def2-TZVPD
Lu -2.015 1.205 0.558
C -1.213 2.083 2.641
C -0.792 2.980 1.618
C -3.116 2.904 1.603
C -2.645 2.059 2.650
C -1.963 3.478 0.962
C -0.352 1.323 3.581
H 0.613 1.063 3.131
H -0.814 0.377 3.895
H -0.136 1.895 4.498
C -3.452 1.131 3.478
H -3.087 1.111 4.515
H -3.418 0.087 3.108
H -4.506 1.431 3.495
C -4.467 2.840 1.009
H -5.221 2.635 1.780
H -4.541 2.031 0.240
H -4.713 3.790 0.518
C -1.974 4.150 -0.355
H -2.680 4.990 -0.371
H -2.276 3.485 -1.194
H -0.983 4.551 -0.606
C 0.601 3.362 1.285
H 0.656 4.435 1.065
H 0.993 2.839 0.402
H 1.285 3.152 2.113
C 1.743 -2.049 1.099
C 2.268 -1.047 1.814
C 2.675 0.314 1.301
C 3.430 0.446 -0.033
C 2.652 0.766 -1.203
C 1.704 -0.034 -1.977
C 0.919 -1.178 -1.195
C 1.835 -2.106 -0.387
H 3.353 0.739 2.066
H 4.155 -0.387 -0.129
H 1.837 1.037 1.263
H 2.915 -1.785 -0.599
H 1.296 -2.944 1.568
H 2.185 -1.078 2.913
H 1.658 -3.150 -0.712
H 0.132 -0.709 -0.573
H 0.936 0.676 -2.352
H 0.371 -1.801 -1.924
H 4.126 1.307 0.073
H 2.809 1.796 -1.579
P 4.115 -2.092 -1.755
C 4.552 -3.773 -1.348
C 5.601 -1.078 -1.837
P 2.409 -0.428 -3.586
C 3.243 -2.035 -3.337
C 3.654 0.807 -3.989
C 1.452 -0.663 -5.077
H 3.725 -4.457 -1.572
H 4.794 -3.832 -0.279
H 5.433 -4.031 -1.947
H 6.343 -1.605 -2.455
H 6.020 -0.963 -0.827
H 5.407 -0.083 -2.258
H 2.113 -1.106 -5.843
H 1.106 0.312 -5.438
H 0.595 -1.329 -4.925
H 2.503 -2.864 -3.369
H 3.981 -2.212 -4.148
H 3.176 1.509 -4.688
H 4.520 0.349 -4.485
H 3.997 1.375 -3.116
Te -3.519 -1.113 -0.410
C -4.982 -1.690 1.027
C -5.833 -0.792 1.701
C -6.860 -1.293 2.515
C -7.059 -2.673 2.639
C -6.203 -3.568 1.980
C -5.147 -3.086 1.193
H -5.681 0.278 1.555
H -7.515 -0.599 3.041
H -7.887 -3.051 3.241
H -6.369 -4.642 2.074
H -4.470 -3.768 0.672
```

Calculated values
strongest force on any atom	3.0	eV Å⁻¹
ΔE to the lowest compared entry with this formula, charge and spin	26.62	kcal/mol
LUMO energy (spin up / spin down)	-3.66 / -3.65	eV
multiplicity	1
charge	+1
M	759.20	g mol⁻¹
gap between HOMO and LUMO (spin up / spin down)	3.95 / 3.94	eV

These are the Mulliken partial charges, in e, on atoms 1 to 6: number 1, Lu, carries 0.680; number 2, C, carries 0.361; number 3, C, carries 1.206; number 4, C, carries 0.107; number 5, C, carries 0.255; number 6, C, carries 0.050